Density functional theory data (ωB97M-V/def2-TZVPD) for a 2-piece molecular cluster, C5H8Br2N3O2 overall at a distorted geometry.

- Molar mass: 301.9 g/mol
- Kohn-Sham gap: 5.89 eV
- Net charge: +1
- Energy relative to the best compared isomer or geometry (same formula, charge and spin): 0.109 eV
- HOMO level: -13.019 eV

Each atom is followed by the atoms it is bonded to, with distances in Å.
Atoms and positions in Å:
1 Br -3.59249 -2.05684 -0.80672  C10 1.865
2 Br -3.24457 1.17782 -1.05056  C10 1.843
3 O -1.98368 -1.66382 1.38796  N5 1.206
4 O -1.58171 0.48608 1.35972  N5 1.202
5 N -2.06303 -0.53924 0.95851  O3 1.206, O4 1.202, C10 1.454
6 N 0.80714 -0.45018 -0.01770  C8 1.490, C9 1.263, C11 1.471
7 N 0.03540 0.99710 -1.38201  C9 1.311, C12 1.484, H19 1.010
8 C 1.82732 0.63247 0.05810  N6 1.490, C12 1.539, H17 1.050, H20 1.073
9 C -0.15008 -0.15776 -0.78883  N6 1.263, N7 1.311
10 C -2.83211 -0.44036 -0.27134  Br1 1.865, Br2 1.843, N5 1.454
11 C 1.12628 -1.48507 0.97725  N6 1.471, H13 1.185, H15 1.121, H18 1.098
12 C 1.18259 1.73617 -0.79840  N7 1.484, C8 1.539, H14 1.082, H16 1.170
13 H 0.35854 -2.35425 0.73216  C11 1.185
14 H 1.86273 2.09765 -1.55890  C12 1.082
15 H 2.20070 -1.71956 0.75775  C11 1.121
16 H 0.76030 2.63615 -0.18121  C12 1.170
17 H 2.74131 0.43584 -0.41922  C8 1.050
18 H 1.12022 -1.31631 2.06176  C11 1.098
19 H -0.59901 1.25030 -2.12610  N7 1.010
20 H 2.02413 0.73381 1.10778  C8 1.073